Formula: C33H24N4O4S3W
Source: the Open Molecules 2025 dataset
Level of theory: the ωB97M-V functional and the def2-TZVPD basis

```
69
Properties=species:S:1:pos:R:3:mulliken_charge:R:1
W 0.519 -0.065 -0.065 1.018
C 3.126 3.565 0.809 -0.934
C 2.185 4.524 1.161 -0.888
C 0.851 4.191 1.115 -0.721
C 0.461 2.899 0.746 1.007
C 1.389 1.864 0.449 0.637
C 2.732 2.283 0.469 -0.524
C -0.928 2.510 0.676 1.204
C -1.987 3.430 0.560 -1.158
C -3.267 2.977 0.430 -1.263
C -3.523 1.600 0.617 0.975
C -4.829 1.081 0.657 -0.846
C -5.048 -0.227 1.000 -0.853
C -3.970 -1.039 1.362 -0.739
C -2.683 -0.570 1.286 -0.465
C -2.416 0.733 0.835 0.815
N -1.127 1.177 0.667 0.389
H 4.177 3.814 0.826 0.453
H 2.497 5.511 1.472 0.419
H 0.109 4.922 1.399 0.389
H 3.514 1.577 0.219 0.378
H -1.766 4.484 0.515 0.371
H -4.090 3.649 0.244 0.442
H -5.653 1.744 0.438 0.428
H -6.051 -0.624 1.029 0.424
H -4.151 -2.046 1.705 0.464
H -1.867 -1.198 1.614 0.192
S 2.939 -0.713 -0.099 -0.582
C 3.227 -1.309 1.509 0.779
C 4.527 -1.660 1.867 -1.139
C 4.818 -2.139 3.137 0.483
C 6.147 -2.474 3.478 -0.187
N 7.227 -2.749 3.744 -0.529
C 3.782 -2.291 4.084 0.217
C 2.486 -1.949 3.727 -1.056
C 2.202 -1.455 2.461 1.094
S 0.535 -1.080 2.112 -0.423
C 4.032 -2.801 5.375 -0.168
N 4.202 -3.221 6.428 -0.537
H 5.315 -1.555 1.138 0.511
H 1.676 -2.077 4.430 0.524
C 0.901 3.035 -2.378 -1.718
C 0.195 1.711 -2.369 1.265
C 0.900 0.518 -2.653 -1.408
C 0.193 -0.619 -3.076 -0.371
C -1.190 -0.598 -3.081 0.566
C -1.896 0.525 -2.684 -0.563
C -1.207 1.677 -2.351 -0.572
S -2.150 -1.960 -3.731 1.446
O -3.484 -1.864 -3.217 -0.686
O -1.951 -1.959 -5.151 -0.787
N -1.404 -3.321 -3.141 -0.209
C -1.951 -3.937 -1.952 -0.884
C -0.944 -3.839 -0.801 -0.978
C -0.440 -2.413 -0.753 0.600
O 0.779 -2.179 -0.910 -0.805
O -1.221 -1.441 -0.599 -0.313
H 1.133 3.283 -3.414 0.497
H 1.836 3.022 -1.823 0.289
H 0.264 3.823 -1.983 0.369
H 1.981 0.548 -2.763 0.439
H 0.720 -1.494 -3.430 0.279
H -2.973 0.479 -2.686 0.529
H -1.757 2.584 -2.143 0.638
H -1.061 -3.932 -3.863 0.291
H -2.226 -4.977 -2.147 0.501
H -2.853 -3.372 -1.697 0.313
H -0.091 -4.497 -0.966 0.400
H -1.426 -4.099 0.141 0.271
```

Output
Spin multiplicity: 3
Frontier orbital gap (alpha / beta): 6.078 / 6.222 eV
Relative energy (zero: lowest compared OMol25 entry of this formula, charge and spin): 0.919 eV
E_HOMO (alpha / beta): -7.36 / -7.84 eV
E_tot: -83093.175 eV
<S²>: 2.024